(1)
This record from the Open Molecules 2025 dataset describes a gas-phase ion, C12H9O2S (charge -1) in a non-equilibrium geometry. The level of theory is wB97M-V/def2-TZVPD.

Structure (XYZ):
```
24
Properties=species:S:1:pos:R:3
C -2.635 -1.006 -0.079
C 1.630 -0.535 -2.453
C -1.900 -1.090 -1.271
C 0.282 -0.948 -2.475
C -2.043 -0.565 1.093
C 2.166 0.104 -1.375
C -0.523 -0.723 -1.370
C 0.027 -0.196 -0.180
C -0.675 -0.213 1.074
C 1.263 0.550 -0.313
C -0.179 -0.016 2.461
C 1.655 1.526 0.552
O 0.513 1.102 2.901
O 1.362 3.415 2.221
S 0.572 2.287 1.614
H -3.674 -1.163 -0.137
H 2.309 -0.603 -3.323
H -2.329 -1.575 -2.173
H -0.109 -1.552 -3.282
H -2.705 -0.319 1.975
H 3.130 0.564 -1.405
H -1.126 -0.297 3.077
H 0.523 -0.792 2.630
H 2.466 2.046 0.240
```

Values from the calculation:
Total charge: -1
Lowest unoccupied orbital energy: 3.5 eV
Max |F|: 0.061 Eh/bohr
HOMO level: -2.68 eV
HOMO-LUMO gap: 6.2 eV
Calculated total energy: -1011.3017 hartree

***

(2)
This record from the Open Molecules 2025 dataset describes 2 unconnected molecules or ions with the total composition C5H6N in a non-equilibrium geometry. The level of theory is wB97M-V/def2-TZVPD.

Structure (XYZ):
```
12
Properties=species:S:1:pos:R:3
C 2.960 -0.261 0.235
C -0.156 1.213 0.616
C -0.935 0.192 0.075
C 0.245 0.640 -0.615
C -1.979 -0.795 -0.148
N 1.904 -0.606 -0.094
H 3.841 0.162 0.600
H 0.100 1.724 1.525
H 0.692 0.690 -1.654
H -1.532 -1.779 -0.057
H -2.363 -0.481 -1.068
H -2.776 -0.698 0.584
```

Values from the calculation:
ΔE to the lowest compared entry with this formula, charge and spin: 482.5 kJ/mol
Total charge: +1
Lowest unoccupied orbital energy (alpha / beta): -4.7 / -9.5 eV
Max |F|: 0.085 Eh/bohr
HOMO level (alpha / beta): -11.09 / -16.83 eV
HOMO-LUMO gap (alpha / beta): 6.4 / 7.4 eV
Spin multiplicity: 3
Calculated total energy: -248.2754 hartree
⟨S²⟩: 2.01

***

(3)
This record from the Open Molecules 2025 dataset describes 12 unconnected molecules or ions with the total composition C35H68Cl22NO4 in a non-equilibrium geometry. The level of theory is wB97M-V/def2-TZVPD.

Structure (XYZ):
```
130
Properties=species:S:1:pos:R:3
C -4.468 -0.447 -3.745
C -3.530 0.654 -3.230
C -4.371 1.882 -2.877
C -2.472 0.908 -4.301
C -1.411 1.944 -3.923
O -0.235 1.510 -4.630
C -1.818 3.334 -4.479
C -0.708 4.383 -4.566
C -0.307 5.107 -3.272
C -1.483 5.687 -2.520
O -2.302 6.402 -3.024
O -1.581 5.372 -1.217
C -1.117 1.991 -2.404
C -1.751 0.953 -1.421
C -2.301 1.673 -0.175
C -0.655 -0.014 -0.954
N -2.814 0.120 -2.045
O -3.558 -0.479 -1.191
H -3.907 -1.383 -3.795
H -4.751 -0.191 -4.766
H -5.344 -0.565 -3.117
H -3.808 2.689 -2.412
H -5.165 1.578 -2.192
H -4.848 2.245 -3.789
H -1.946 -0.033 -4.474
H -2.979 1.209 -5.218
H 0.540 1.951 -4.263
H -2.147 3.152 -5.504
H -2.671 3.744 -3.937
H 0.200 3.968 -4.998
H -1.051 5.150 -5.263
H 0.297 4.476 -2.615
H 0.332 5.954 -3.537
H -0.823 4.817 -0.958
H -0.036 1.878 -2.293
H -1.356 2.980 -2.023
H -3.333 1.994 -0.302
H -2.283 0.989 0.674
H -1.664 2.520 0.076
H -0.275 -0.618 -1.779
H -1.091 -0.702 -0.230
H 0.149 0.522 -0.447
Cl -3.754 5.707 -6.696
C -3.196 7.237 -5.963
C -3.660 8.438 -6.744
Cl -2.878 8.554 -8.345
H -2.112 7.198 -5.901
H -3.594 7.269 -4.953
H -3.401 9.344 -6.198
H -4.735 8.415 -6.905
Cl 1.015 -2.490 0.935
C 0.061 -3.599 1.957
C -1.016 -4.305 1.178
Cl -2.294 -3.190 0.625
H -0.353 -3.008 2.770
H 0.756 -4.323 2.375
H -1.491 -5.051 1.815
H -0.609 -4.800 0.300
Cl 0.411 -3.686 5.791
C 1.021 -2.154 6.475
C 0.454 -0.946 5.777
Cl 1.069 -0.774 4.110
H 2.107 -2.176 6.419
H 0.716 -2.135 7.520
H 0.750 -0.048 6.317
H -0.631 -0.989 5.728
Cl 1.567 -6.348 3.685
C 3.320 -6.652 3.772
C 4.056 -5.889 2.701
Cl 3.767 -6.568 1.076
H 3.497 -7.722 3.700
H 3.637 -6.305 4.755
H 5.128 -5.947 2.882
H 3.757 -4.848 2.678
Cl 4.494 -2.898 4.000
C 5.033 -1.249 3.564
C 4.331 -0.742 2.332
Cl 4.819 -1.644 0.873
H 6.109 -1.286 3.418
H 4.797 -0.617 4.419
H 4.594 0.302 2.171
H 3.253 -0.827 2.428
Cl 2.749 3.318 -4.128
C 3.952 3.012 -5.413
C 4.300 1.550 -5.518
Cl 5.195 0.972 -4.091
H 4.826 3.618 -5.189
H 3.511 3.354 -6.347
H 4.940 1.394 -6.385
H 3.408 0.938 -5.622
Cl -1.940 -4.483 11.217
C -2.624 -4.989 9.650
C -1.840 -4.442 8.486
Cl -2.003 -2.671 8.343
H -3.660 -4.661 9.620
H -2.595 -6.077 9.625
H -2.212 -4.868 7.555
H -0.781 -4.669 8.575
Cl -8.154 0.037 -2.097
C -9.079 0.262 -3.604
C -9.126 -0.995 -4.434
Cl -7.524 -1.414 -5.091
H -8.620 1.080 -4.154
H -10.090 0.550 -3.319
H -9.794 -0.847 -5.282
H -9.477 -1.842 -3.851
Cl 2.347 5.322 3.373
C 1.181 6.243 2.390
C 0.086 5.366 1.841
Cl 0.706 4.213 0.622
H 1.733 6.733 1.593
H 0.742 7.001 3.036
H -0.667 5.975 1.343
H -0.390 4.781 2.623
Cl 7.032 -7.887 -0.427
C 5.938 -7.808 -1.829
C 5.945 -9.082 -2.633
Cl 7.499 -9.345 -3.469
H 6.236 -6.955 -2.433
H 4.937 -7.630 -1.438
H 5.176 -9.031 -3.401
H 5.760 -9.947 -2.001
Cl 7.280 0.769 7.184
C 6.330 -0.266 8.280
C 5.310 -1.084 7.533
Cl 4.017 -0.067 6.840
H 5.859 0.376 9.020
H 7.031 -0.931 8.782
H 4.831 -1.791 8.208
H 5.766 -1.636 6.713
```

Values from the calculation:
Total charge: 0
Lowest unoccupied orbital energy (alpha / beta): 0.3 / 0.3 eV
Max |F|: 0.026 Eh/bohr
HOMO level (alpha / beta): -7.76 / -8.95 eV
HOMO-LUMO gap (alpha / beta): 8.0 / 9.2 eV
Spin multiplicity: 2
Calculated total energy: -11854.3677 hartree
⟨S²⟩: 0.75

***

(4)
This record from the Open Molecules 2025 dataset describes a molecular structure, C27H21CaN11O3PS in a non-equilibrium geometry. The level of theory is wB97M-V/def2-TZVPD.

Structure (XYZ):
```
65
Properties=species:S:1:pos:R:3
Ca -0.620 -0.388 -0.630
N -0.214 -0.404 1.907
C 0.946 -0.496 2.663
C 0.934 -0.721 4.038
C 2.122 -0.819 4.740
C 3.336 -0.732 4.075
C 3.363 -0.550 2.702
C 2.179 -0.409 1.991
P 2.034 -0.308 0.181
C 1.668 1.464 -0.064
C 1.394 2.364 0.961
C 1.038 3.667 0.659
C 0.962 4.084 -0.659
C 1.236 3.191 -1.684
C 1.580 1.886 -1.390
C 3.800 -0.340 -0.299
C 4.313 -1.523 -0.820
C 5.662 -1.629 -1.112
C 6.504 -0.553 -0.886
C 5.991 0.640 -0.401
C 4.644 0.749 -0.110
H -1.057 -0.689 2.392
H -0.373 0.484 1.443
H -0.011 -0.816 4.555
H 2.101 -0.965 5.811
H 4.262 -0.825 4.623
H 4.309 -0.527 2.180
H 1.473 2.053 1.997
H 0.812 4.358 1.458
H 0.685 5.102 -0.886
H 1.168 3.505 -2.715
H 1.777 1.183 -2.193
H 3.646 -2.358 -0.990
H 6.060 -2.551 -1.511
H 7.561 -0.639 -1.098
H 6.647 1.483 -0.240
H 4.240 1.675 0.274
N -1.912 -2.614 -2.790
C -1.235 -1.567 -3.365
N -1.214 -1.352 -4.677
N -0.463 -0.267 -4.825
N -0.049 0.158 -3.690
N -0.514 -0.642 -2.712
C -1.746 -3.066 -1.510
N -2.248 -4.218 -1.068
N -1.926 -4.250 0.221
N -1.270 -3.202 0.553
N -1.122 -2.406 -0.522
H -2.305 -3.279 -3.438
O -5.384 3.453 -1.406
S -5.060 2.768 -0.183
O -5.658 3.316 1.011
N -3.435 2.599 0.003
C -3.082 1.349 0.006
O -1.898 0.943 0.125
C -4.212 0.371 -0.123
C -4.140 -1.011 -0.070
C -5.309 -1.739 -0.230
C -6.524 -1.094 -0.410
C -6.600 0.295 -0.420
C -5.430 1.005 -0.284
H -3.195 -1.500 0.110
H -5.268 -2.817 -0.208
H -7.425 -1.678 -0.532
H -7.546 0.803 -0.531
```

Values from the calculation:
ΔE to the lowest compared entry with this formula, charge and spin: 123.4 kJ/mol
Total charge: -1
Lowest unoccupied orbital energy: 2.2 eV
Max |F|: 0.054 Eh/bohr
HOMO level: -5.42 eV
HOMO-LUMO gap: 7.6 eV
Calculated total energy: -3286.8559 hartree

***

(5)
This record from the Open Molecules 2025 dataset describes a molecular structure, C13H19P2Sn in a non-equilibrium geometry. The level of theory is wB97M-V/def2-TZVPD.

Structure (XYZ):
```
35
Properties=species:S:1:pos:R:3
C 0.159 0.839 -3.387
C -0.287 0.098 -4.453
C -0.788 -1.225 -4.462
C -1.118 -2.049 -3.360
C -1.212 -1.689 -2.036
Sn -0.468 0.225 -1.472
P -0.753 2.910 -0.636
H 0.686 1.783 -3.548
H -0.254 0.568 -5.454
H -0.918 -1.689 -5.451
H -1.584 -2.386 -1.273
H -1.342 -3.093 -3.643
H -1.898 3.292 0.128
H -0.743 3.907 -1.664
H 0.333 3.344 0.196
C 2.853 -0.016 0.705
P 1.146 -0.564 0.462
C 1.233 -2.384 0.657
C 0.285 0.021 1.989
C -0.918 -0.661 2.230
C -1.812 -0.208 3.194
C -1.528 0.957 3.916
C -0.309 1.616 3.712
C 0.588 1.176 2.735
H 3.457 -0.333 -0.163
H 3.234 -0.497 1.630
H 2.874 1.081 0.812
H 1.893 -2.610 1.510
H 0.256 -2.842 0.870
H 1.661 -2.822 -0.262
H -1.163 -1.550 1.646
H -2.730 -0.766 3.365
H -2.269 1.346 4.619
H -0.077 2.491 4.325
H 1.514 1.732 2.561
```

Values from the calculation:
ΔE to the lowest compared entry with this formula, charge and spin: 0.0 kJ/mol
Total charge: -1
Lowest unoccupied orbital energy: 2.9 eV
Max |F|: 0.050 Eh/bohr
HOMO level: -0.87 eV
HOMO-LUMO gap: 3.8 eV
Calculated total energy: -1403.5688 hartree

***

(6)
This record from the Open Molecules 2025 dataset describes a molecular structure, C17H31Cl3O2OsP2 in a non-equilibrium geometry. The level of theory is wB97M-V/def2-TZVPD.

Structure (XYZ):
```
56
Properties=species:S:1:pos:R:3
P 0.349 -1.541 -2.947
P 0.236 1.547 -2.843
C -0.019 -0.663 -4.568
C 0.491 0.777 -4.538
H -1.105 -0.695 -4.745
H 0.457 -1.215 -5.394
H 1.563 0.824 -4.788
H -0.038 1.380 -5.292
C -1.345 2.393 -3.296
H -1.582 3.125 -2.513
H -2.157 1.659 -3.366
H -1.242 2.912 -4.260
C 1.337 2.982 -3.172
H 1.090 3.468 -4.128
H 2.379 2.637 -3.204
H 1.220 3.705 -2.356
C -0.759 -2.966 -3.293
H -0.572 -3.738 -2.535
H -0.576 -3.384 -4.294
H -1.803 -2.632 -3.223
C 1.900 -2.338 -3.566
H 2.701 -1.594 -3.649
H 1.733 -2.797 -4.551
H 2.199 -3.116 -2.853
Os 0.008 -0.205 3.352
C 0.856 1.355 2.018
C -0.568 1.316 1.936
C -1.321 0.604 0.829
C -1.645 -0.908 1.070
C -0.709 -1.641 2.004
C 0.721 -1.549 1.894
C 1.404 -0.821 0.756
C 1.778 0.658 1.059
C 0.287 -1.657 4.791
H 1.304 2.179 2.597
H -1.120 2.143 2.417
H -0.817 0.719 -0.149
H -2.295 1.118 0.728
H -2.666 -0.972 1.485
H -1.696 -1.422 0.094
H -1.131 -2.519 2.521
H 1.317 -2.340 2.374
H 0.813 -0.866 -0.175
H 2.345 -1.349 0.531
H 2.786 0.671 1.507
H 1.872 1.216 0.109
H 1.053 -1.299 5.497
H 0.634 -2.614 4.377
H -0.612 -1.849 5.399
Cl -2.881 2.598 5.760
C -1.862 1.188 5.828
Cl -2.123 0.232 7.263
Cl -2.238 0.110 4.298
C -0.345 1.628 5.761
O 0.000 2.386 6.648
O 0.396 1.160 4.795
```

Values from the calculation:
ΔE to the lowest compared entry with this formula, charge and spin: 4.2 kJ/mol
Total charge: +2
Lowest unoccupied orbital energy (alpha / beta): -5.5 / -9.7 eV
Max |F|: 0.073 Eh/bohr
HOMO level (alpha / beta): -14.98 / -15.30 eV
HOMO-LUMO gap (alpha / beta): 9.4 / 5.6 eV
Spin multiplicity: 5
Calculated total energy: -2970.0231 hartree
⟨S²⟩: 6.03